No. 1
# C23H50IInO10PS6

A structure of composition C23H50IInO10PS6 in a non-equilibrium geometry (ωB97M-V/def2-TZVPD, the Open Molecules 2025 dataset).

```
! wB97M-V def2-TZVPD RIJCOSX def2/J DEFGRID3
* xyz -1 1
C -7.04030 0.18127 2.34768
C -5.70088 0.39978 3.05295
I -6.17527 0.69908 5.24779
C -4.70784 -0.69944 2.92299
In -4.30393 -1.47422 0.84738
P -2.42664 -0.18906 -0.36612
S -1.36682 -1.47617 -1.50615
H -7.88654 0.31752 3.01377
H -7.09430 -0.82371 1.94391
H -7.13810 0.88005 1.51953
H -5.26545 1.35952 2.79827
H -3.78207 -0.43225 3.43181
H -5.09891 -1.57718 3.44410
H -3.74288 -3.11843 0.97843
H -5.75480 -1.32034 -0.13317
H -1.50057 0.43758 0.46467
H -2.94483 0.79709 -1.22072
C -9.80812 -5.06871 3.16658
C -9.35611 -6.25378 2.29943
C -8.45163 -5.69411 1.19399
S -7.69257 -4.20503 1.87361
O -8.17886 -3.07566 1.12928
O -6.29220 -4.42458 2.08537
C -8.55183 -4.25148 3.44749
H -10.28246 -5.39909 4.08993
H -10.52933 -4.46024 2.61703
H -8.79414 -6.95945 2.91429
H -10.20363 -6.79122 1.87550
H -7.65690 -6.37689 0.90643
H -9.01667 -5.39154 0.31517
H -8.74304 -3.22989 3.76749
H -7.89580 -4.75068 4.15957
C 1.33889 -2.07064 -3.77109
C 1.92584 -3.10665 -4.73930
C 2.84683 -2.35395 -5.71043
S 3.45144 -0.92170 -4.80089
O 2.95444 0.27712 -5.43934
O 4.86620 -1.05666 -4.54929
C 2.51101 -1.21377 -3.31224
H 0.83857 -2.52624 -2.92016
H 0.60247 -1.44973 -4.28226
H 2.50555 -3.84528 -4.18186
H 1.14451 -3.64116 -5.27659
H 3.70618 -2.93729 -6.03096
H 2.30948 -1.97901 -6.57902
H 2.21428 -0.25966 -2.88169
H 3.15950 -1.75345 -2.62232
C 3.51270 2.12910 1.23588
C 3.04575 3.40846 1.94122
C 1.59443 3.66003 1.50794
S 0.89843 2.03920 1.13289
O 0.60023 1.98699 -0.27385
O -0.09356 1.70181 2.11924
C 2.39677 1.10976 1.43290
H 4.45188 1.76717 1.64694
H 3.66004 2.32160 0.17039
H 3.09519 3.26201 3.02101
H 3.68074 4.25873 1.69768
H 0.98937 4.11671 2.28644
H 1.53528 4.25090 0.59622
H 2.42500 0.27085 0.74124
H 2.36292 0.74977 2.46080
C 7.44884 -0.38902 5.60940
C 8.04383 -0.36252 4.19353
C 6.93872 0.11409 3.24216
S 5.85533 1.16456 4.22510
O 4.56197 0.53839 4.31402
O 5.97552 2.53284 3.79185
C 6.71442 0.93704 5.77980
H 8.21729 -0.51641 6.37000
H 6.74358 -1.21701 5.70202
H 8.88334 0.33420 4.16339
H 8.41809 -1.33987 3.89436
H 7.31712 0.70064 2.40935
H 6.33338 -0.71057 2.87165
H 5.98372 0.94494 6.58466
H 7.40689 1.77058 5.89179
C 2.49530 3.48412 -5.28744
C 1.49945 3.98413 -6.34212
C 1.58994 5.51607 -6.37347
S 3.27046 5.92320 -5.86935
O 3.22051 6.64454 -4.62144
O 3.99881 6.47190 -6.98750
C 3.79235 4.24180 -5.55085
H 2.64714 2.41042 -5.34812
H 2.12287 3.71864 -4.28757
H 1.77034 3.57879 -7.31892
H 0.48478 3.65771 -6.12183
H 1.42291 5.93618 -7.36175
H 0.91909 5.98190 -5.65476
H 4.48737 4.24367 -4.71496
H 4.28972 3.88130 -6.45078
*
```

## Properties
highest occupied orbital energy = -4.02 eV
DFT total energy = -132710.4488 eV

=====

No. 2
# C23H50N2O22S3

A structure of composition C23H50N2O22S3 in a non-equilibrium geometry (ωB97M-V/def2-TZVPD, the Open Molecules 2025 dataset).

```
! wB97M-V def2-TZVPD RIJCOSX def2/J DEFGRID3
* xyz 0 1
C -2.59206 3.99400 -1.09746
N -1.28006 3.84500 -1.73146
C -1.35206 3.03400 -2.89246
C -0.76506 5.21000 -2.04446
C -0.40206 3.06600 -0.76346
C -0.07906 3.73500 0.64654
O 1.03394 2.97600 1.10854
H -3.26106 4.52000 -1.79946
H -2.39906 4.52200 -0.12246
H -2.99006 3.02400 -1.29446
H -2.30706 3.32500 -3.47546
H -1.73506 1.83900 -2.87646
H -0.49706 3.06200 -3.47446
H -1.42806 5.63000 -2.83546
H 0.22494 5.17400 -2.20946
H -0.96606 6.04700 -1.28746
H 0.39094 2.86400 -1.42646
H -0.66506 1.98600 -0.50446
H -1.19506 3.69900 1.43454
H 0.18494 4.66400 0.62654
H 0.55094 2.19900 1.26454
N 0.26494 -0.26600 1.62454
O -0.50006 0.50300 2.22854
O 0.54494 -1.34800 2.16454
O 0.49694 -0.07000 0.40454
O 8.16094 1.51300 -0.69446
S 7.17794 2.46700 -0.96546
O 6.89394 2.67700 -2.41646
O 5.75694 2.00200 -0.33946
C 5.34994 0.78500 -0.75446
C 3.90794 0.67900 -0.20846
C 7.60594 3.99100 -0.26046
H 6.13694 0.22800 -0.35046
H 5.32994 0.57800 -1.91046
H 3.29994 1.42300 -0.81546
H 3.96094 1.00200 0.86254
H 3.23094 -0.39000 -0.13546
H 8.63694 4.05500 -0.37846
H 7.30094 4.24200 0.67054
H 6.94394 4.60000 -1.00446
O -2.33206 -5.89100 0.46954
S -1.13506 -5.15400 0.49754
O -0.09306 -5.47000 1.37054
O -0.54406 -4.98000 -1.11446
C -0.62206 -6.25200 -1.85646
C 0.07194 -6.06700 -3.26846
C -1.54206 -3.52000 0.97654
H -1.64906 -6.47900 -1.88946
H -0.12206 -7.07000 -1.41046
H -0.54906 -5.71800 -3.95646
H 0.48694 -7.06000 -3.68946
H 0.97094 -5.34300 -3.27746
H -2.56406 -3.36000 0.59854
H -0.82406 -2.81600 0.56754
H -1.50806 -3.54100 2.15354
O 3.78394 -4.49600 -1.86346
S 3.36694 -3.07500 -2.05946
O 4.40494 -2.09100 -2.14646
O 2.59794 -3.10000 -3.56446
C 3.23694 -3.61100 -4.68746
C 2.48694 -3.53500 -5.88946
C 2.04694 -2.81500 -0.96846
H 3.41694 -4.61500 -4.41146
H 4.02894 -3.09100 -4.87946
H 1.55994 -4.00400 -5.65446
H 2.94794 -4.16200 -6.68246
H 2.41894 -2.39300 -6.28146
H 1.78694 -1.75900 -0.89446
H 2.20694 -3.10400 0.11054
H 1.15194 -3.34600 -1.24546
C -1.97106 -1.16500 4.81254
C -2.88806 -2.44000 4.54554
O -4.05606 -2.07000 5.19154
C -3.94806 -0.82300 5.69154
O -4.90406 -0.21000 6.15954
O -2.75506 -0.33100 5.66454
H -1.84506 -0.60000 4.05854
H -0.96006 -1.31000 5.06954
H -2.64606 -3.46500 4.69654
H -2.92706 -2.44300 3.55154
C -4.84406 -0.11700 0.98454
C -3.40506 0.13700 0.78354
O -3.33106 0.83900 -0.41946
C -4.62906 1.03200 -0.85346
O -4.98406 1.57800 -1.99746
O -5.50306 0.51000 -0.07846
H -5.07506 0.10400 1.94554
H -4.90806 -1.26500 0.99454
H -2.55906 -0.45900 0.58754
H -2.97006 0.75000 1.19754
C -2.58506 2.44000 4.47354
C -2.20406 3.87200 4.39254
O -2.84906 4.40100 3.32254
C -3.67306 3.49800 2.81754
O -4.32706 3.69700 1.77354
O -3.61506 2.30900 3.45254
H -2.85306 2.12300 5.51854
H -1.69806 1.87400 4.03354
H -1.12506 3.96400 4.30954
H -2.42206 4.40200 5.30054
*
```

## Properties
highest occupied orbital energy = -9.38 eV
energy above the lowest of the compared OMol25 structures with the same formula, charge and spin = 3.466 eV
DFT total energy = -105173.8764 eV

=====

No. 3
# C23H50N2O22S3

A cluster of 8 separate species, C23H50N2O22S3 in total in a non-equilibrium geometry (ωB97M-V/def2-TZVPD, the Open Molecules 2025 dataset).

```
! wB97M-V def2-TZVPD RIJCOSX def2/J DEFGRID3
* xyz 0 1
C -3.31843 1.83365 -5.17821
N -2.99680 0.49929 -5.67815
C -4.20004 -0.32636 -6.12192
C -2.13031 0.71010 -6.92105
C -2.20350 -0.50281 -4.84030
C -2.82594 -0.58170 -3.45075
O -1.99956 -1.40183 -2.73846
H -3.91114 1.63843 -4.39124
H -3.58824 2.51381 -5.88165
H -2.43868 2.48842 -4.81440
H -4.81221 -0.56794 -5.30261
H -3.93764 -1.30153 -6.63719
H -4.95831 0.30301 -6.69047
H -1.69284 -0.07998 -7.44641
H -1.39976 1.37587 -6.64256
H -2.62820 1.35696 -7.70453
H -1.12166 -0.07776 -4.69397
H -2.09630 -1.57219 -5.24032
H -3.77321 -1.02961 -3.51419
H -2.58270 0.55176 -3.06962
H -1.48196 -1.03618 -2.13175
N 0.29317 0.49884 -0.35449
O 0.69373 0.74800 0.83593
O -0.89256 0.60351 -0.69297
O 1.09098 -0.05573 -1.10965
O 5.39311 2.87825 -2.81329
S 4.08818 3.22376 -3.38242
O 3.98667 4.36565 -4.33951
O 3.52482 1.98166 -4.24686
C 4.02399 0.70735 -3.85218
C 2.81162 -0.24030 -4.51865
C 3.13056 3.52298 -2.03104
H 4.27654 0.53822 -2.77976
H 5.08479 0.77411 -4.44127
H 2.46680 0.33092 -5.50349
H 2.01095 -0.08962 -3.88758
H 3.30927 -1.37247 -4.69597
H 3.14781 2.75613 -1.23586
H 2.05928 3.36186 -2.20053
H 3.31825 4.46283 -1.59223
O 5.33895 -3.76797 2.29380
S 4.96849 -3.63178 3.66851
O 5.86869 -3.17510 4.68781
O 3.73118 -2.56542 3.69328
C 4.11841 -1.13057 3.66018
C 2.97952 -0.14767 3.66572
C 4.19218 -5.10020 4.17704
H 4.59462 -1.07549 2.64973
H 4.95026 -0.85916 4.43942
H 2.71634 -0.27682 2.73535
H 3.32440 0.80101 3.92961
H 2.31786 -0.37423 4.58935
H 4.96550 -5.82235 4.05109
H 3.22576 -5.52666 3.69202
H 3.91468 -5.10949 5.22200
O -2.19075 -3.32801 2.95293
S -3.19129 -2.39308 2.46457
O -4.37371 -3.14093 2.01783
O -3.66808 -1.48782 3.72950
C -4.25822 -2.10729 4.70622
C -4.33693 -1.21746 6.02298
C -2.48718 -1.31619 1.26981
H -3.76400 -3.28772 4.79329
H -5.29347 -2.50112 4.34835
H -4.75455 -1.69714 6.81782
H -4.91299 -0.31697 5.90068
H -3.37950 -1.11237 6.35475
H -2.45989 -1.77232 0.27652
H -1.57103 -0.61921 1.64896
H -3.48751 -0.71542 1.22702
C -1.36308 1.15014 4.29955
C -0.64062 1.96104 3.26671
O -0.97068 3.30605 3.60164
C -1.53830 3.30943 4.83865
O -1.74136 4.33131 5.36787
O -1.66899 2.08290 5.35225
H -0.69198 0.39813 4.41082
H -2.37044 0.77624 3.93208
H -1.21052 1.86565 2.31977
H 0.32100 1.69867 3.06361
C -1.12203 4.11069 0.13300
C 0.17577 4.12003 0.89767
O 1.14637 5.00689 0.31910
C 0.51169 5.67215 -0.59217
O 0.86771 6.60972 -1.29280
O -0.85290 5.19229 -0.79025
H -2.22715 4.01978 0.58434
H -1.02559 3.14842 -0.39252
H 0.67173 3.19506 0.87729
H 0.14347 4.71113 1.85205
C 1.06862 -2.77797 1.45074
C 0.85116 -3.23146 -0.01217
O 1.49421 -4.51923 -0.00243
C 1.93738 -4.83312 1.11328
O 2.54052 -5.90624 1.25567
O 1.74209 -3.92937 1.98234
H 0.07852 -2.65393 2.01042
H 1.63086 -1.94807 1.73013
H 1.52931 -2.63791 -0.78887
H -0.08503 -3.24283 -0.54238
*
```

## Properties
highest occupied orbital energy = -9.57 eV
energy above the lowest of the compared OMol25 structures with the same formula, charge and spin = 2.366 eV
DFT total energy = -105174.9770 eV

=====

No. 4
# C23H50NO15S

A structure of composition C23H50NO15S in a non-equilibrium geometry (ωB97M-V/def2-TZVPD, the Open Molecules 2025 dataset).

```
! wB97M-V def2-TZVPD RIJCOSX def2/J DEFGRID3
* xyz -1 1
N 0.09425 0.29605 -0.33682
H 1.15315 0.32708 -0.32390
H -0.13727 -0.35900 0.17335
H -0.36490 0.08941 -1.15813
H -0.13827 1.34040 -0.30520
S 1.06268 1.89961 2.62580
O 1.42506 3.27875 2.74783
O -0.27417 1.70887 2.09380
O 1.94275 1.25383 1.61944
O 1.20210 1.09954 3.90142
O 0.82085 3.09372 -1.71041
C 0.67564 4.23576 -1.20336
O -0.19204 5.09882 -1.58880
C -1.12267 4.92145 -2.57390
C -1.97022 6.13886 -2.65337
C 1.58644 4.62368 -0.06423
H -1.66617 3.94044 -2.30618
H -0.73464 4.73303 -3.60125
H -1.64466 7.16105 -2.92809
H -2.55025 6.33666 -1.75014
H -2.79209 6.08513 -3.30444
H 1.83858 3.90912 0.56013
H 1.12343 5.56774 0.51768
H 2.42806 5.26844 -0.46028
O 0.50495 -2.48313 1.46544
C 0.82691 -3.24640 2.26492
O 0.86158 -2.98031 3.57318
C 0.03893 -1.87822 4.04577
C -1.29127 -2.51755 4.49722
C 1.53247 -4.58085 2.04290
H -0.05059 -1.16407 3.55106
H 0.55468 -1.57362 5.00145
H -1.23075 -3.25430 5.23533
H -1.82721 -2.87297 3.73409
H -1.72870 -1.81732 5.12306
H 0.95814 -5.27365 1.41481
H 1.43232 -5.09014 2.85653
H 2.44913 -4.46316 1.60543
O 4.97985 2.14107 2.32214
C 5.52673 1.37208 1.48706
O 4.97792 0.82586 0.41901
C 3.64703 1.03252 0.09528
C 3.23224 0.24210 -1.24242
C 7.01533 1.07541 1.53814
H 3.20366 2.14828 -0.28755
H 2.68474 0.98592 0.84593
H 2.15550 0.70504 -1.52597
H 3.10869 -0.96560 -1.08108
H 3.83609 0.38545 -2.24307
H 7.61662 1.46261 0.59813
H 6.86048 -0.11792 1.76366
H 7.35339 1.77489 2.37823
O -4.56307 1.37942 -1.04572
C -3.37220 1.62212 -0.86474
O -2.43063 1.19365 -1.76639
C -2.81565 0.45455 -2.89893
C -1.58545 -0.01957 -3.66819
C -2.77167 2.29768 0.32548
H -3.52319 1.23297 -3.54707
H -3.63975 -0.28933 -2.64523
H -1.92137 -0.70360 -4.63473
H -0.95643 -0.87649 -3.02340
H -0.81172 0.75606 -4.01305
H -2.08046 3.00006 -0.21292
H -2.30733 1.55941 0.98957
H -3.71802 2.80531 0.62102
O -2.16054 -2.07805 -0.46100
C -3.22252 -2.83359 -0.65801
O -4.33480 -2.74669 -0.03149
C -4.48012 -1.82919 1.05580
C -5.25712 -2.45615 2.20030
C -3.12842 -3.99619 -1.70278
H -4.67982 -0.83922 0.59958
H -3.57685 -1.75677 1.58158
H -6.16190 -2.78315 1.74657
H -5.40816 -1.80653 2.98894
H -4.58672 -3.46919 2.54723
H -4.01545 -3.79348 -2.39957
H -3.10456 -5.00578 -1.10994
H -2.25411 -3.99128 -2.39292
C 1.23294 -3.16545 -2.45255
C 2.20463 -2.15053 -1.95262
O 2.29496 -0.93155 -2.55477
C 3.11562 -2.50475 -0.77688
H 0.70369 -3.59842 -1.55579
H 1.73160 -3.91320 -2.94165
H 0.56699 -2.92900 -3.12495
H 3.62621 -3.45591 -0.96295
H 2.65603 -2.49348 0.24177
H 3.74088 -1.80513 -0.94926
*
```

## Properties
highest occupied orbital energy = -3.50 eV
energy above the lowest of the compared OMol25 structures with the same formula, charge and spin = 7.934 eV
DFT total energy = -67684.2038 eV

=====

For reference, LUMO level by record: 1.60; -0.29; -1.12; 1.94 eV.